P.
{"formula": "C6H11N4", "method": "wB97M-V/def2-TZVPD", "species": ["C", "C", "C", "C", "C", "C", "N", "N", "N", "N", "H", "H", "H", "H", "H", "H", "H", "H", "H", "H", "H"], "xyz": [[3.481, 0.290, -0.238], [3.120, -0.975, 0.159], [2.340, 1.015, -0.270], [0.009, 0.580, 0.112], [-2.369, 0.219, 0.004], [-0.724, -1.667, 0.026], [1.821, -1.032, 0.386], [1.323, 0.212, 0.035], [-0.366, 1.856, 0.401], [-0.980, -0.286, -0.101], [4.562, 0.618, -0.412], [3.733, -1.854, 0.270], [2.208, 2.024, -0.574], [-3.027, -0.320, -0.592], [-2.411, 1.184, -0.402], [-2.957, 0.345, 0.906], [-1.516, -2.241, -0.403], [-0.452, -1.919, 1.043], [0.224, -1.834, -0.599], [0.222, 2.588, 0.353], [-1.259, 1.984, 0.831]], "smiles": "C[N+](C)=C(N)n1cccn1", "total_charge": 1, "molar_mass_g_mol": 139.2, "orbital_gap_ev": 9.8}

Q.
{"formula": "C6H11N4", "method": "wB97M-V/def2-TZVPD", "species": ["C", "C", "C", "C", "C", "C", "N", "N", "N", "N", "H", "H", "H", "H", "H", "H", "H", "H", "H", "H", "H"], "xyz": [[-1.482, -1.982, 0.730], [-3.004, 0.998, -0.312], [-3.341, 2.186, -0.625], [2.583, -0.246, 1.215], [1.700, 0.457, -1.232], [1.741, -0.679, -0.009], [-0.197, -1.800, 0.558], [-2.472, -1.214, 0.272], [-2.425, -0.039, -0.113], [0.392, -0.683, 0.372], [-1.750, -3.077, 0.903], [-2.765, 3.080, -0.254], [-4.277, 2.327, -1.170], [3.539, -0.224, 0.834], [2.209, 0.782, 1.286], [2.473, -0.739, 2.262], [2.597, 0.549, -1.758], [1.345, 1.404, -0.986], [0.970, 0.052, -1.865], [2.212, -1.486, -0.476], [-0.047, 0.336, 0.367]], "smiles": "C=C=[N+]=N/C=N\\NC(C)C", "total_charge": 1, "molar_mass_g_mol": 139.2, "orbital_gap_ev": [7.1, 7.1]}

R.
{"formula": "C6H11N4", "method": "wB97M-V/def2-TZVPD", "species": ["C", "C", "C", "C", "C", "C", "N", "N", "N", "N", "H", "H", "H", "H", "H", "H", "H", "H", "H", "H", "H"], "xyz": [[-2.664, 0.162, -0.966], [-1.419, -0.841, 0.517], [0.034, -1.299, 0.202], [0.807, 0.005, -0.089], [0.012, 1.003, 0.879], [2.235, -0.174, 0.148], [-2.307, -0.998, -0.589], [-2.084, 1.180, -0.266], [-1.351, 0.613, 0.788], [3.149, 0.087, -0.747], [-3.340, 0.359, -1.775], [-1.801, -1.390, 1.382], [0.026, -1.974, -0.651], [0.458, -1.814, 1.061], [0.621, 0.334, -1.117], [0.352, 0.832, 1.902], [0.158, 2.048, 0.612], [2.565, -0.550, 1.107], [-2.465, 2.105, -0.145], [2.890, 0.417, -1.670], [4.126, -0.104, -0.583]], "smiles": "[NH2+]=C[C@H]1C[C@@H]2N=CNN2C1", "total_charge": 1, "molar_mass_g_mol": 139.2, "orbital_gap_ev": 6.7}

Here is how they stack up, most stable first: R, P, Q.

P.
{"formula": "CH5FSi", "method": "wB97M-V/def2-TZVPD", "species": ["C", "F", "Si", "H", "H", "H", "H", "H"], "xyz": [[1.148, -0.256, -0.925], [2.360, -0.146, -0.343], [-0.506, 0.514, 0.545], [1.202, 0.261, -1.872], [0.944, -1.311, -0.806], [-1.546, -0.565, 0.642], [-1.014, 1.601, -0.329], [-0.008, 1.076, 1.953]], "molar_mass_g_mol": 64.1, "orbital_gap_ev": 10.2}

Q.
{"formula": "CH5FSi", "method": "wB97M-V/def2-TZVPD", "species": ["C", "F", "Si", "H", "H", "H", "H", "H"], "xyz": [[1.250, 0.440, -0.610], [1.827, 0.953, 0.495], [-1.353, -0.416, 0.477], [1.438, 1.276, -1.415], [1.581, -0.594, -0.771], [-1.223, -1.770, -0.194], [-2.743, 0.296, 0.254], [-0.776, -0.186, 1.764]], "molar_mass_g_mol": 64.1, "orbital_gap_ev": [8.0, 7.6]}

Here is how they stack up, most stable first: P, Q.

P.
{"formula": "C5H11NO", "method": "wB97M-V/def2-TZVPD", "species": ["C", "C", "C", "N", "C", "C", "O", "H", "H", "H", "H", "H", "H", "H", "H", "H", "H", "H"], "xyz": [[-1.330, 0.326, 1.294], [-0.509, 1.566, 1.683], [-1.611, 0.302, -0.217], [-0.475, 0.026, -1.075], [0.206, -1.242, -0.867], [1.655, -1.092, -0.481], [2.297, -0.105, -0.708], [-2.283, 0.298, 1.827], [-0.715, -0.555, 1.524], [-0.814, 2.044, 2.606], [-0.569, 2.322, 0.894], [0.549, 1.347, 1.810], [-2.018, 1.262, -0.533], [-2.398, -0.414, -0.464], [0.173, 0.803, -1.088], [0.211, -1.813, -1.811], [-0.316, -1.851, -0.121], [2.091, -1.985, -0.001]], "smiles": "CCCNCC=O", "molar_mass_g_mol": 101.1, "orbital_gap_ev": 9.8}

Q.
{"formula": "C5H11NO", "method": "wB97M-V/def2-TZVPD", "species": ["C", "C", "N", "C", "C", "C", "O", "H", "H", "H", "H", "H", "H", "H", "H", "H", "H", "H"], "xyz": [[-1.939, -0.956, -0.577], [-1.565, 0.113, 0.440], [-0.128, 0.299, 0.606], [0.585, 0.554, 1.746], [0.709, 0.871, -0.286], [2.025, 0.263, -0.704], [1.852, -0.835, -1.594], [-3.020, -0.937, -0.754], [-1.672, -1.957, -0.221], [-1.435, -0.783, -1.533], [-1.986, 1.082, 0.130], [-1.968, -0.114, 1.432], [0.835, 1.572, 2.011], [0.774, -0.246, 2.464], [0.279, 1.616, -0.971], [2.585, 1.014, -1.272], [2.640, -0.025, 0.156], [1.430, -1.530, -1.073]], "molar_mass_g_mol": 101.1, "orbital_gap_ev": [8.2, 8.2]}

Here is how they stack up, most stable first: P, Q.

P.
{"formula": "C5H11NO", "method": "wB97M-V/def2-TZVPD", "species": ["C", "C", "C", "C", "N", "C", "O", "H", "H", "H", "H", "H", "H", "H", "H", "H", "H", "H"], "xyz": [[0.591, -1.622, -0.480], [-0.503, -0.683, 0.002], [-0.072, 0.570, 0.811], [1.379, 0.724, 1.223], [-0.566, 1.445, -0.278], [-1.033, 0.304, -1.069], [-2.409, 0.307, -1.316], [1.304, -1.105, -1.134], [1.157, -2.050, 0.355], [0.159, -2.449, -1.054], [-2.831, 0.582, -0.491], [-1.306, -1.254, 0.481], [-0.693, 0.713, 1.706], [1.612, 0.039, 2.046], [2.073, 0.517, 0.401], [1.563, 1.743, 1.582], [0.145, 2.015, -0.726], [-0.570, 0.203, -2.058]], "smiles": "C[C@H]1[C@@H](C)N[C@@H]1O", "molar_mass_g_mol": 101.1, "orbital_gap_ev": 10.2}

Q.
{"formula": "C5H11NO", "method": "wB97M-V/def2-TZVPD", "species": ["O", "C", "N", "C", "C", "C", "C", "H", "H", "H", "H", "H", "H", "H", "H", "H", "H", "H"], "xyz": [[0.670, -1.261, -2.227], [0.681, -2.053, -1.283], [0.741, -1.743, 0.006], [1.217, -0.490, 0.562], [0.059, 0.334, 1.182], [-1.168, 0.744, 0.270], [-0.965, 1.934, -0.632], [1.089, -3.034, -1.485], [-0.037, -2.214, 0.625], [1.664, 0.060, -0.216], [1.982, -0.515, 1.372], [0.287, 1.278, 1.831], [-0.386, -0.178, 2.065], [-1.247, -0.097, -0.339], [-2.062, 0.752, 0.921], [-1.921, 2.139, -1.093], [-0.420, 2.725, -0.068], [-0.184, 1.620, -1.491]], "smiles": "CCCCNC=O", "molar_mass_g_mol": 101.1, "orbital_gap_ev": 10.7}

R.
{"formula": "C5H11NO", "method": "wB97M-V/def2-TZVPD", "species": ["C", "C", "N", "C", "C", "O", "C", "H", "H", "H", "H", "H", "H", "H", "H", "H", "H", "H"], "xyz": [[-1.430, 0.372, -1.760], [-1.433, -0.630, 0.907], [-0.100, -0.405, 0.755], [0.629, 0.158, 1.914], [0.492, -0.497, -0.433], [-0.379, -0.711, -1.473], [1.875, 0.052, -0.688], [-2.477, 0.218, -1.417], [-1.430, 0.358, -2.845], [-1.145, 1.378, -1.413], [-1.917, -1.266, 0.178], [-1.852, -0.534, 1.897], [0.260, -0.310, 2.814], [1.704, 0.001, 1.896], [0.462, 1.229, 1.976], [2.224, -0.289, -1.664], [2.619, -0.277, 0.049], [1.899, 1.156, -0.693]], "molar_mass_g_mol": 101.1, "orbital_gap_ev": [7.1, 7.1]}

S.
{"formula": "C5H11NO", "method": "wB97M-V/def2-TZVPD", "species": ["C", "N", "C", "C", "C", "C", "H", "H", "H", "H", "H", "H", "H", "H", "H", "H", "H", "O"], "xyz": [[-0.629, 1.607, 1.409], [0.547, 1.164, 0.598], [0.797, -0.238, 0.341], [-0.178, -1.205, 0.455], [2.498, -1.527, -0.968], [1.952, -0.382, -0.569], [-1.681, 1.491, 0.822], [-0.819, 1.379, 2.473], [-0.467, 2.684, 1.439], [1.456, 1.708, 0.738], [-1.166, -0.962, 0.802], [0.231, -2.277, 0.379], [2.104, -2.531, -0.878], [3.567, -1.492, -1.329], [2.013, 0.557, -1.264], [-3.917, -0.142, -0.894], [-3.014, -0.221, -2.117], [-3.294, 0.385, -1.437]], "smiles": "C=CC(=C)NC.O", "molar_mass_g_mol": 101.1, "orbital_gap_ev": 8.5}

Here is how they stack up, most stable first: P, Q, S, R.